# C34H80N10O12

A 11-piece molecular cluster, C34H80N10O12 overall at a distorted geometry (ωB97M-V with the def2-TZVPD basis set, OMol25).

## Properties
* HOMO-LUMO gap (alpha / beta): 2.1 / 9.4 eV
* ⟨S²⟩: 0.751

ORCA input file:
```
! RIJCOSX wB97M-V def2-TZVPD def2/J DEFGRID3
* xyz -1 2
C 0.139 -5.810 2.028
H 0.071 -0.136 -5.148
O 0.681 -5.138 -0.134
C 3.479 -5.019 0.293
H -2.787 1.107 2.027
C -5.274 4.157 3.491
H 0.804 0.194 -1.370
N -1.065 5.598 2.693
H -2.738 5.842 3.993
H 4.328 2.325 0.270
O 1.330 4.420 4.312
H -0.622 -6.514 1.688
H -2.884 -0.309 -1.652
H 0.995 -0.938 2.200
C 1.428 2.464 -6.261
H -3.314 -4.345 0.300
H 0.895 -1.819 -0.721
O -3.579 2.282 -2.361
C -2.620 -5.293 -2.774
H 0.850 4.721 1.342
N 1.391 1.230 -4.164
C -4.586 2.241 2.096
H -2.356 7.199 3.049
H 2.802 1.900 2.282
O 1.790 -1.074 4.088
H -0.812 0.844 -0.927
O 3.671 0.076 -1.928
H -1.733 -4.607 -5.522
C 0.528 -3.389 -4.196
H 4.610 -1.795 3.458
H 0.337 -2.992 4.949
H -1.060 3.069 -1.911
C -3.178 -1.073 -2.372
H -0.738 -5.257 -6.727
H -1.756 -5.929 -2.577
H -5.534 5.082 2.977
C -0.511 3.153 5.007
C 5.850 -1.324 -0.750
C 0.078 0.635 -4.378
H -1.814 -4.980 -0.312
H -1.964 -2.314 -0.013
H 5.204 -1.973 -1.341
H 6.125 -1.871 0.152
C 1.715 -3.481 -3.257
O -3.476 -2.186 -1.484
N 2.438 -3.129 4.612
O -2.112 5.932 0.733
H 3.610 -5.836 -0.417
C 0.055 4.901 0.619
H -0.136 3.932 0.157
H -5.502 4.669 0.096
H -1.392 4.707 -1.945
H 0.612 3.186 -6.239
H -5.859 4.274 -1.528
C -2.669 -4.359 -0.579
H 3.002 -3.932 4.369
H 2.367 -4.340 -3.415
C 2.548 -2.023 3.902
N 0.304 -4.464 -4.970
C 2.014 2.194 -4.918
H -4.754 4.479 4.393
H -3.454 3.855 2.522
H -1.681 3.780 -3.418
H 5.633 0.363 0.477
C -3.149 3.318 -1.901
C 3.693 -1.964 2.893
H -1.363 6.776 4.493
H -1.487 -2.827 -1.559
C 0.243 0.796 -0.655
C -3.504 1.486 1.299
C 1.386 -1.769 0.251
H 0.394 5.626 -0.121
H 3.279 -4.110 -0.275
C 3.639 1.823 -0.409
C 1.243 -3.356 5.432
C 1.150 -5.410 0.946
H -3.327 5.023 -0.928
H -0.747 2.111 5.224
C -5.190 4.005 -0.710
C -1.179 5.469 1.346
C -2.350 -2.829 -0.893
H 3.758 -2.799 2.196
N 5.199 -0.138 -0.285
H -0.783 -3.518 -6.505
H 0.519 -6.231 2.959
C 2.807 2.167 3.339
H 1.076 1.505 -6.641
H -0.483 1.398 -4.917
H 2.835 -5.719 2.160
H 3.199 3.184 3.369
H -3.147 -5.705 -3.634
H -2.430 -1.348 -3.116
H 2.717 1.653 0.146
O -5.712 1.766 2.087
H -0.166 5.321 3.061
O 3.054 2.629 -4.574
H 1.360 -2.715 0.792
H 0.917 1.384 3.731
H -2.260 -4.327 -3.128
H 1.389 -3.637 -2.228
H 3.435 2.411 -1.304
N -3.772 4.135 -1.113
H -0.439 0.318 -3.472
H 2.465 -1.738 0.099
H -3.893 0.666 0.696
H -2.859 2.138 0.709
N 1.504 2.193 3.878
O -0.175 1.117 1.678
H -1.290 3.603 4.391
C 4.191 0.512 -0.935
O -3.412 -5.147 -1.555
H 1.863 1.046 -3.291
H -4.083 -0.761 -2.893
C -0.750 -4.470 -5.973
H 6.748 -1.075 -1.315
H -5.362 2.953 -0.481
N 0.952 -0.727 1.214
H 0.754 -5.346 -4.774
H -0.436 3.713 5.939
N -4.354 3.417 2.661
H 3.445 1.498 3.916
H 0.649 1.807 -0.680
C -1.880 6.396 3.612
C 0.330 0.361 0.821
H -6.197 3.658 3.786
H 3.508 -1.103 2.251
H 1.382 -2.919 6.421
H -0.349 -4.916 2.416
N 2.488 -5.446 1.252
H 2.345 -2.592 -3.236
H 4.459 -4.914 0.758
H 1.182 -4.436 5.571
O -0.132 -2.346 -4.270
H 2.286 2.715 -6.885
C 0.874 3.308 4.337
C -1.783 3.767 -2.333
*
```

Here are the Löwdin charges for atoms 1 to 6, given in e: -0.04 0.06 0.01 -0.17 0.07 -0.07

***

# C34H82Cl6O8

A 10-piece molecular cluster, C34H82Cl6O8 overall at a distorted geometry (ωB97M-V with the def2-TZVPD basis set, OMol25).

## Properties
* HOMO-LUMO gap: 9.7 eV

ORCA input file:
```
! RIJCOSX wB97M-V def2-TZVPD def2/J DEFGRID3
* xyz 0 1
C -22.044 17.874 -19.669
H -18.995 18.657 -16.092
H -23.454 20.486 -14.784
H -23.589 21.306 -16.330
H -24.261 6.188 -17.363
C -21.099 16.704 -11.542
H -20.701 16.287 -16.914
H -25.090 15.118 -23.156
Cl -22.950 14.127 -22.513
H -24.389 14.826 -15.526
H -16.592 12.401 -25.369
O -18.806 12.115 -23.064
H -26.970 15.975 -18.528
C -24.337 10.195 -13.312
Cl -23.817 16.949 -22.535
H -23.629 12.897 -19.568
C -24.145 8.521 -18.640
H -18.869 11.767 -25.114
H -25.171 15.357 -19.697
H -23.632 18.346 -15.951
H -22.406 12.548 -17.347
H -24.127 8.217 -19.687
C -24.981 11.595 -13.475
C -24.028 15.351 -23.236
H -21.697 16.926 -20.080
O -23.183 16.053 -12.647
H -22.674 10.125 -19.038
H -22.266 6.244 -15.767
H -25.337 11.847 -12.476
C -23.265 6.438 -17.728
H -22.935 14.484 -19.645
H -19.528 15.626 -18.734
H -29.237 16.629 -23.539
Cl -23.732 15.490 -24.981
C -23.871 15.053 -13.447
H -21.656 16.897 -13.619
H -19.724 16.407 -15.357
H -19.895 13.496 -20.262
H -20.163 11.944 -20.897
H -28.973 16.112 -19.879
H -22.028 4.831 -16.775
H -21.186 18.530 -19.524
H -28.881 15.761 -25.809
H -25.140 8.325 -18.243
C -26.327 11.276 -16.894
H -21.323 12.845 -18.680
H -26.271 10.187 -16.907
H -16.774 11.315 -24.088
H -20.052 16.411 -11.460
H -18.479 17.061 -18.745
Cl -29.395 18.482 -17.698
H -18.553 12.401 -20.343
C -22.131 5.916 -16.798
H -23.242 14.178 -13.280
H -29.563 15.250 -21.086
H -20.759 18.649 -16.086
H -23.893 9.882 -14.257
H -24.742 19.208 -16.926
H -26.694 16.256 -21.219
O -23.115 7.820 -17.915
C -27.686 16.254 -21.671
H -21.421 15.149 -13.049
C -19.088 13.288 -22.264
C -17.317 15.161 -18.866
C -22.903 17.749 -18.401
C -21.800 16.149 -12.839
C -19.425 12.747 -20.898
C -23.696 19.205 -16.619
H -16.319 15.587 -18.756
H -21.732 14.133 -17.396
H -23.573 10.239 -12.535
C -22.066 13.319 -18.038
H -16.458 12.960 -23.606
H -23.903 17.459 -18.726
H -28.223 20.461 -17.761
H -27.931 14.350 -25.286
O -27.614 15.484 -22.847
H -18.920 13.396 -24.778
H -17.248 14.286 -18.219
H -21.192 6.323 -17.172
H -25.025 9.429 -12.953
H -28.199 14.600 -20.308
H -19.901 13.888 -22.672
H -24.302 12.425 -13.668
H -22.936 15.940 -15.192
C -27.932 19.444 -17.500
H -24.360 11.594 -15.952
H -26.921 14.463 -17.493
C -23.238 13.703 -18.947
C -19.876 18.218 -16.559
H -27.863 17.322 -21.798
C -28.140 15.403 -25.095
C -23.701 10.035 -18.684
O -24.228 14.272 -18.102
Cl -27.416 19.512 -15.803
O -25.910 11.476 -14.555
H -19.699 18.473 -17.604
Cl -26.663 18.820 -18.628
H -21.578 16.243 -10.678
H -18.235 13.966 -22.262
C -25.370 14.697 -18.852
H -17.496 14.753 -19.860
C -23.220 20.401 -15.846
C -19.817 16.677 -16.408
C -28.579 15.537 -20.716
H -24.801 14.704 -12.999
H -29.544 14.922 -23.398
H -22.135 20.467 -15.774
C -16.975 12.354 -24.350
H -22.567 18.348 -20.500
H -23.161 5.856 -18.643
C -25.407 11.884 -15.863
O -22.766 18.993 -17.732
O -18.606 16.149 -17.013
H -25.522 12.962 -15.978
H -24.563 16.471 -14.951
C -28.776 15.649 -23.661
C -26.377 15.320 -17.889
H -24.369 10.673 -19.263
C -18.479 12.479 -24.387
C -18.556 16.019 -18.434
H -25.746 13.823 -19.384
H -27.383 11.541 -16.832
H -25.985 11.585 -17.882
C -23.926 15.589 -14.900
H -27.259 16.013 -25.292
H -23.701 10.415 -17.662
H -21.262 17.781 -11.560
H -25.909 15.904 -17.096
H -22.629 16.905 -17.768
*
```

Here are the Löwdin charges for atoms 1 to 6, given in e: -0.08 0.08 0.08 0.08 0.11 -0.05

***

# C34H84BN2O30P7S3

A 8-piece molecular cluster, C34H84BN2O30P7S3 overall at a distorted geometry (ωB97M-V with the def2-TZVPD basis set, OMol25).

## Properties
* HOMO-LUMO gap: 5.7 eV

ORCA input file:
```
! RIJCOSX wB97M-V def2-TZVPD def2/J DEFGRID3
* xyz 0 1
H 0.788 -8.262 6.798
C -6.169 5.170 -3.491
H -0.591 -7.523 7.650
C -2.191 7.444 -3.477
H 3.712 -4.256 7.639
O -2.956 -2.767 -0.689
C -6.680 -6.220 -7.281
H 1.141 4.631 0.787
H 11.264 -2.585 4.155
C 1.110 5.536 -1.381
H -1.720 -2.474 9.476
H 15.562 -4.142 -0.949
O 0.688 -6.219 6.699
H -11.412 -5.663 0.983
H 5.531 5.434 -5.901
O 4.464 9.016 -5.920
O 0.951 5.299 -2.841
H -8.748 -3.411 -8.420
O 15.012 -4.461 0.996
O 6.241 -3.558 5.576
C -4.556 9.142 -1.749
H -8.385 -1.384 -0.328
H -3.012 6.604 -3.259
H -5.175 9.536 -0.807
H -1.684 -4.250 9.597
H 14.169 -4.007 5.284
H -11.521 -3.973 0.470
H -9.703 -4.337 -2.719
C 0.999 4.268 -0.336
O -0.174 -3.389 8.495
H -0.873 -2.521 4.119
H -6.347 -6.676 -8.216
H 1.838 3.476 -0.538
C -5.778 4.231 -1.029
H -6.967 -3.311 -8.400
H -3.796 -0.397 -0.487
C 0.473 -7.419 7.418
H 7.789 -0.114 5.929
O -9.346 -3.138 -0.817
S -2.609 9.368 0.560
C 8.738 -4.978 4.522
P 13.725 -4.233 2.129
C 4.415 9.426 -7.275
C -0.516 5.274 -3.116
O -8.245 -5.155 -1.064
H -8.309 -5.285 -3.291
H -7.526 8.669 -1.939
H 2.333 6.701 -3.183
H -6.199 5.111 -0.377
C 9.044 -3.894 7.823
C 6.939 -0.460 5.336
H 2.657 -4.697 6.286
C -2.746 -0.135 -0.637
C 2.894 -4.911 7.331
C 5.619 6.210 -6.666
N -4.668 1.902 -1.715
O 3.118 8.395 -4.059
P -8.561 -4.825 -6.084
C -5.142 2.782 -0.568
H -2.463 -0.344 -1.673
O 7.987 -4.219 6.938
P 3.738 7.605 -5.469
C -6.907 7.679 -1.834
C 12.061 -2.650 3.410
C -5.335 7.798 -2.271
S -7.622 6.254 -2.888
O 7.263 -1.680 4.701
H 3.551 9.019 -7.805
H -7.943 -1.914 -7.923
O 13.337 -5.708 1.983
H -10.049 -1.219 -0.941
O -7.835 -3.415 -6.535
H -2.192 -3.465 8.072
H -4.757 6.871 -1.789
C 3.004 7.532 -2.947
H 7.788 -5.466 4.754
H -2.630 0.938 -0.464
H -1.679 -4.355 -0.988
P 7.625 -2.949 5.820
H -9.774 -1.819 0.712
O -7.942 -5.615 -7.493
H -5.100 2.518 0.588
O 4.357 6.816 -6.878
H 1.056 -7.416 8.341
P -2.346 -2.289 0.857
H -1.036 6.242 -5.183
O -1.736 -1.812 2.404
H 0.036 7.314 -3.980
P -8.354 -4.196 0.125
O 2.325 7.552 -6.058
H -2.676 8.158 -4.272
C -9.295 -4.899 -3.562
H 8.762 -3.030 8.430
H -2.958 8.296 1.403
H -5.260 7.806 -3.455
O 1.320 6.769 -0.876
O -9.974 -4.878 -6.673
O -1.880 -0.831 0.242
H 6.066 -0.592 5.981
O 1.791 -4.695 8.193
C -0.883 6.595 -4.073
H -6.020 -3.829 1.705
O 8.697 -3.578 4.734
C -1.518 -3.399 8.931
O -9.181 -4.035 -4.674
C -1.225 -2.894 3.156
H -0.046 3.724 -0.473
H 11.692 -2.265 2.456
C -1.777 8.240 -2.109
H 15.575 -5.041 4.987
H -5.569 -4.700 0.209
H 5.332 9.119 -7.785
H -0.994 9.075 -2.413
H 3.234 -5.946 7.422
H -0.724 4.280 -3.736
C 14.613 -4.718 4.581
H -5.463 -5.517 1.788
C -10.900 -4.873 0.429
H 9.531 -5.418 5.133
H 12.913 -2.056 3.746
C -5.010 2.770 -2.923
B -3.020 8.865 -1.242
H -6.953 7.285 -0.717
P 0.257 -4.804 7.597
H 9.228 -4.748 8.479
H -6.769 -6.996 -6.516
H 5.952 5.755 -7.601
H 14.544 -2.873 -0.227
C -7.884 -3.004 -7.890
O -3.778 -2.181 1.389
C 14.714 -3.951 -0.288
O -7.361 -5.254 1.067
O 0.162 -4.005 6.294
O 12.438 -4.006 3.263
O -9.653 -4.618 1.050
H -9.966 -5.730 -3.798
N -5.670 4.100 -2.532
O 14.838 -4.079 3.337
H -2.009 -3.638 3.324
C -6.030 -4.796 1.196
S -5.465 5.340 -5.037
H -1.126 5.270 -2.103
H 13.965 -5.593 4.493
C -1.992 -3.433 -1.485
C -9.389 -1.818 -0.309
H -4.770 2.403 -4.018
H 9.953 -3.673 7.260
H 2.596 8.094 -2.104
H 6.710 0.286 4.572
H -10.795 -5.194 -0.610
H -0.389 -3.352 2.622
H -1.128 -2.786 -1.650
H 4.357 10.517 -7.308
H -5.950 -5.471 -6.967
H 13.826 -4.444 -0.692
H 6.349 6.960 -6.352
H -2.443 -3.681 -2.449
H -1.209 7.454 -1.420
H -4.614 9.983 -2.563
H 8.974 -5.165 3.472
H 3.990 7.146 -2.676
*
```

Here are the Löwdin charges for atoms 1 to 6, given in e: 0.09 -0.94 0.08 -0.21 0.09 -0.29

***

- Number 2 is which compound?
  C34H82Cl6O8